Below is a single C8H13N3O6 molecule, with properties calculated with ωB97M-V with the def2-TZVPD basis set.

Properties
* E_LUMO: -0.10 eV
* gap between HOMO and LUMO: 9.7 eV
* electronic energy: -928.35021 Ha
* SMILES: NC(=O)C[C@H](NC(=O)[C@@H](N)CC(=O)O)C(=O)O

Element x y z (Å)
C 1.9591 0.5027 0.4337
C 0.4160 0.1424 0.5140
C 2.8297 -0.6618 -0.1555
C 2.2646 -1.5972 -1.0850
C -1.8375 1.1406 0.6905
C -2.5689 -0.0060 1.6190
C -2.5070 1.2779 -0.7214
C -1.8433 0.5096 -1.8866
H 1.9230 1.5706 2.1903
H 2.4283 0.1121 2.4794
H 1.8748 1.4065 -0.2340
H 3.3166 -1.0895 0.7254
H 3.7030 -0.3161 -0.7946
H 2.6513 -3.1841 -2.0422
H -0.1477 2.1024 0.8359
H -2.1580 2.0443 1.3946
H -2.5190 2.3165 -1.0551
H -3.5194 1.0011 -0.4228
H -1.6188 -1.1657 -0.7757
H -0.8353 -1.1405 -2.3967
H -1.0840 -1.1853 1.6873
N 2.5820 0.8820 1.8031
N -0.5033 1.1424 0.5705
N -1.6861 -0.9109 -1.8086
O 0.1059 -1.0409 0.5596
O 1.4223 -1.2928 -1.9582
O 2.7579 -2.8225 -1.0622
O -3.7118 0.3256 1.8802
O -1.6376 1.1302 -2.9554
O -2.0565 -1.1933 1.9707

natural (NBO) population analysis, charges in e, atoms 1 to 5: -0.11, 0.70, -0.53, 0.80, -0.14